Below is a structure of composition C21H28CrN2S5 at a distorted geometry, with properties calculated with ωB97M-V with the def2-TZVPD basis set.

Structure (XYZ):
```
57
Properties=species:S:1:pos:R:3:lowdin_charge:R:1
Cr 2.18 1.17 -1.30 -0.350
S 4.31 1.04 -2.44 0.488
C 4.76 -0.64 -2.21 -0.717
C 6.10 -1.03 -2.34 -0.162
C 6.51 -2.35 -2.20 -0.156
C 5.56 -3.33 -1.94 -0.158
C 4.23 -2.97 -1.78 -0.166
C 3.81 -1.64 -1.89 -0.691
S 2.11 -1.23 -1.63 0.537
H 6.83 -0.25 -2.54 0.079
H 7.56 -2.61 -2.30 0.074
H 5.86 -4.37 -1.84 0.072
H 3.48 -3.72 -1.55 0.077
S 1.93 1.19 1.13 0.505
C 1.69 2.91 1.48 -0.703
C 1.41 3.31 2.80 -0.167
C 1.19 4.64 3.15 -0.160
C 1.24 5.61 2.16 -0.159
C 1.52 5.24 0.85 -0.167
C 1.75 3.91 0.47 -0.694
S 2.14 3.56 -1.22 0.467
H 1.39 2.54 3.56 0.076
H 0.98 4.90 4.18 0.072
H 1.07 6.66 2.40 0.072
H 1.56 6.00 0.07 0.077
C -4.03 -2.48 -2.26 -0.114
C -3.38 -3.56 -1.40 -0.269
C -2.41 -3.04 -0.33 -0.206
C -1.05 -2.55 -0.84 -0.215
N -1.08 -1.25 -1.53 -0.027
C -1.02 -0.08 -0.86 -0.849
S -0.50 1.31 -1.60 0.667
N -1.40 -0.15 0.44 0.017
C -1.40 1.05 1.28 -0.255
C -2.78 1.71 1.30 -0.199
C -3.92 0.79 1.74 -0.277
C -3.72 0.19 3.13 -0.123
H -4.65 -2.93 -3.05 0.059
H -3.29 -1.84 -2.73 0.061
H -4.68 -1.84 -1.65 0.069
H -2.84 -4.27 -2.04 0.099
H -4.17 -4.14 -0.90 0.092
H -2.21 -3.85 0.38 0.105
H -2.90 -2.23 0.24 0.092
H -0.66 -3.26 -1.57 0.115
H -0.32 -2.53 -0.03 0.099
H -0.46 -1.21 -2.34 0.066
H -0.99 -0.95 0.91 0.119
H -0.67 1.76 0.91 0.034
H -1.08 0.77 2.28 0.107
H -2.99 2.06 0.29 0.101
H -2.73 2.59 1.96 0.114
H -4.01 -0.02 1.01 0.084
H -4.86 1.35 1.72 0.094
H -2.82 -0.44 3.17 0.063
H -4.57 -0.43 3.42 0.058
H -3.60 0.97 3.89 0.072
```

Relative energy (zero: lowest compared OMol25 entry of this formula, charge and spin) (kcal/mol): 14.99
E (eV): -107814.0228
Spin multiplicity: 5
Charge: -2
E_HOMO (spin up / spin down) (Eh): -0.0053 / -0.0290

---

Below is an isolated molecule of C21H28F3N3O3 at a distorted geometry, with properties calculated with ωB97M-V with the def2-TZVPD basis set.

Structure (XYZ):
```
58
Properties=species:S:1:pos:R:3:lowdin_charge:R:1
C 1.80 -4.13 -2.00 0.020
N 0.62 -3.55 -1.40 -0.093
C -0.42 -4.32 -1.15 -0.080
C -1.26 -4.45 -2.57 -0.283
C -2.47 -4.89 -2.32 -0.197
C -3.67 -3.81 -1.80 0.014
O -3.69 -2.51 -2.64 -0.075
C -2.52 -2.16 -2.75 -0.471
C -1.48 -3.05 -3.33 -0.092
C 0.72 -2.29 -0.88 -0.373
O -0.33 -1.80 -0.16 -0.088
C 1.76 -1.43 -0.76 -0.083
C 1.70 0.03 -1.49 -0.163
C 1.05 -0.29 -2.83 -0.263
O 1.67 -1.27 -3.55 -0.056
N 0.54 0.87 -3.42 0.027
C 0.15 1.89 -2.67 -0.144
C -0.34 1.21 -1.20 -0.102
N 0.89 0.86 -0.62 -0.193
C 1.71 1.65 0.34 -0.065
C 0.78 1.92 1.57 -0.071
C 0.00 0.76 1.96 -0.015
C -0.69 1.14 3.02 -0.106
C -0.38 2.04 4.10 0.058
C 0.41 3.11 3.52 -0.177
C 0.48 4.28 4.38 -0.543
F -0.20 4.46 5.37 0.259
F 0.04 5.55 3.60 -0.039
F 1.79 4.53 4.68 0.122
C 1.16 3.01 2.45 0.041
H 2.25 -3.55 -2.83 0.117
H 2.52 -4.16 -1.33 0.049
H 1.49 -4.98 -2.31 0.036
H -0.36 -5.17 -0.90 0.027
H -1.06 -3.59 -0.50 0.169
H -0.69 -5.12 -3.26 0.157
H -2.72 -5.82 -2.07 0.049
H -3.07 -5.29 -3.43 0.198
H -4.78 -4.28 -1.80 0.166
H -3.42 -3.61 -0.92 0.009
H -2.49 -1.02 -3.16 0.164
H -2.11 -1.75 -1.73 0.124
H -0.55 -2.59 -3.38 0.047
H -1.73 -3.03 -4.51 0.170
H 2.29 -1.29 0.38 0.197
H 2.80 -2.05 -1.09 0.157
H 2.64 0.49 -1.67 0.152
H 0.10 0.64 -4.38 0.198
H 0.77 2.58 -2.43 0.044
H -1.03 2.05 -2.98 0.188
H -0.98 0.38 -1.18 0.101
H -0.69 2.02 -0.72 0.082
H 2.54 1.27 0.58 0.038
H 1.92 2.69 -0.29 0.173
H -0.25 -0.15 1.52 0.085
H -1.22 0.18 3.44 0.136
H -1.01 2.16 5.07 0.148
H 1.50 3.77 2.09 0.047
```

Relative energy (zero: lowest compared OMol25 entry of this formula, charge and spin) (kcal/mol): 456.61
E (eV): -40978.6999
SMILES: CN(CC1CCOCC1)C(=O)C[C@H]1C(=O)NCCN1Cc1cccc(C(F)(F)F)c1
E_HOMO (Eh): -0.2935

---

Below is a structure of composition C21H28HfN5Te at a distorted geometry, with properties calculated with ωB97M-V with the def2-TZVPD basis set.

Structure (XYZ):
```
56
Properties=species:S:1:pos:R:3:lowdin_charge:R:1
Hf 0.17 0.00 0.13 1.456
C 2.64 2.36 3.34 0.031
C 2.16 1.57 2.19 -0.221
N 1.14 0.78 2.17 -0.045
C 0.39 0.43 3.37 -0.163
C -0.72 -0.57 2.99 -0.180
N -0.20 -1.56 2.00 -0.139
C -1.14 -2.65 1.63 -0.138
C -1.64 -2.50 0.19 -0.172
N -0.49 -2.16 -0.67 -0.158
C -0.82 -1.83 -2.08 -0.177
C 0.47 -1.42 -2.80 -0.164
N 1.24 -0.54 -1.93 -0.049
C 2.29 0.08 -2.34 -0.227
C 2.83 0.02 -3.71 0.033
C 3.00 0.87 -1.30 -0.169
C 4.24 1.48 -1.49 0.069
C 4.83 2.16 -0.43 0.052
C 4.16 2.26 0.78 0.068
C 2.92 1.62 0.91 -0.173
N 2.38 0.93 -0.11 0.040
H 1.88 2.47 4.11 0.099
H 2.96 3.35 3.02 0.116
H 3.51 1.89 3.80 0.134
H -0.06 1.30 3.86 0.149
H 1.08 -0.03 4.09 0.151
H -1.56 -0.02 2.54 0.102
H -1.08 -1.05 3.90 0.150
H 0.60 -2.01 2.46 0.147
H -2.00 -2.69 2.31 0.142
H -0.62 -3.61 1.72 0.141
H -2.39 -1.70 0.09 0.086
H -2.13 -3.43 -0.12 0.154
H 0.12 -2.98 -0.71 0.160
H -1.54 -0.99 -2.09 0.103
H -1.29 -2.67 -2.60 0.152
H 0.21 -0.94 -3.76 0.143
H 1.07 -2.30 -3.05 0.152
H 2.04 -0.13 -4.45 0.101
H 3.51 -0.83 -3.80 0.137
H 3.39 0.92 -3.98 0.103
H 4.76 1.40 -2.43 0.135
H 5.80 2.62 -0.56 0.146
H 4.61 2.79 1.61 0.137
Te -1.26 2.09 -0.93 0.926
C -3.20 1.11 -0.86 -0.602
C -4.16 1.38 -1.82 -0.121
C -5.43 0.82 -1.70 -0.031
C -5.73 -0.01 -0.63 -0.031
C -4.77 -0.27 0.33 -0.060
C -3.51 0.30 0.22 -0.224
H -3.94 2.03 -2.65 0.108
H -6.18 1.06 -2.43 0.128
H -6.72 -0.43 -0.54 0.127
H -5.01 -0.90 1.17 0.120
H -2.78 0.16 1.02 0.043
```

Relative energy (zero: lowest compared OMol25 entry of this formula, charge and spin) (kcal/mol): 13.06
E (eV): -38258.8501
Charge: +3
E_HOMO (Eh): -0.6095

---

Below is an isolated molecule of C21H28N2O2, with properties calculated with ωB97M-V with the def2-TZVPD basis set.

Structure (XYZ):
```
53
Properties=species:S:1:pos:R:3:lowdin_charge:R:1
C -6.04 -1.08 0.21 -0.105
N -4.70 -0.72 -0.21 -0.232
C -4.68 0.56 -0.90 -0.195
C -3.27 0.85 -1.41 -0.175
N -2.35 0.90 -0.28 -0.176
C -1.01 1.31 -0.67 -0.134
C -0.32 1.96 0.53 -0.341
O -1.14 3.00 1.02 -0.025
C 1.06 2.57 0.19 -0.131
O 2.16 1.77 0.52 -0.103
C 2.44 0.69 -0.35 -0.254
C 3.92 0.37 -0.29 -0.157
C 4.54 -0.27 -1.36 -0.035
C 5.88 -0.60 -1.29 -0.084
C 6.61 -0.30 -0.16 -0.095
C 6.00 0.33 0.91 -0.076
C 4.65 0.66 0.85 -0.022
C 1.70 -0.58 0.04 -0.182
C 1.50 -0.88 1.38 -0.029
C 0.85 -2.04 1.75 -0.076
C 0.39 -2.92 0.78 -0.095
C 0.60 -2.64 -0.56 -0.086
C 1.25 -1.47 -0.93 -0.053
C -2.37 -0.38 0.40 -0.163
C -3.78 -0.67 0.91 -0.187
H -6.01 -2.06 0.69 0.083
H -6.68 -1.14 -0.66 0.082
H -6.48 -0.36 0.92 0.087
H -5.37 0.51 -1.74 0.120
H -5.00 1.38 -0.23 0.126
H -3.27 1.81 -1.92 0.123
H -2.99 0.06 -2.12 0.130
H -1.10 2.06 -1.46 0.132
H -0.42 0.46 -1.05 0.114
H -0.16 1.22 1.33 0.133
H -2.05 2.68 0.94 0.085
H 1.09 2.85 -0.88 0.134
H 1.17 3.47 0.79 0.138
H 2.17 0.96 -1.38 0.156
H 3.97 -0.50 -2.25 0.111
H 6.35 -1.09 -2.13 0.101
H 7.66 -0.56 -0.11 0.099
H 6.57 0.57 1.80 0.102
H 4.17 1.16 1.67 0.115
H 1.86 -0.19 2.13 0.122
H 0.69 -2.26 2.79 0.105
H -0.12 -3.83 1.06 0.102
H 0.25 -3.32 -1.32 0.104
H 1.41 -1.25 -1.98 0.115
H -1.68 -0.35 1.25 0.117
H -2.06 -1.19 -0.27 0.126
H -3.79 -1.64 1.41 0.122
H -4.07 0.10 1.64 0.128
```

Relative energy (zero: lowest compared OMol25 entry of this formula, charge and spin) (kcal/mol): 63.94
E (eV): -29306.1392
SMILES: CN1CCN(C[C@H](O)COC(c2ccccc2)c2ccccc2)CC1
E_HOMO (Eh): -0.3220